1.
{"formula": "CHN3O3", "method": "wB97M-V/def2-TZVPD", "symbols": ["C", "N", "N", "N", "O", "O", "O", "H"], "coordinates": [[1.54, 1.52, 0.32], [2.19, 2.52, 0.23], [1.05, 0.43, 0.48], [-1.39, -1.01, -0.18], [-0.23, -1.18, -0.77], [-2.30, -1.56, -0.63], [-1.39, -0.37, 0.82], [0.53, -0.35, -0.27]], "lumo_ev": [-4.5, -5.2], "homo_lumo_gap_ev": [6.74, 5.67], "spin_multiplicity": 1, "homo_energy_ev": [-11.2, -10.9]}

2.
{"formula": "CHN3O4", "method": "wB97M-V/def2-TZVPD", "symbols": ["C", "N", "N", "N", "O", "O", "O", "O", "H"], "coordinates": [[-1.45, -0.32, -1.46], [-0.52, 0.48, -1.52], [-0.32, 0.98, 0.46], [1.31, -0.70, 0.99], [-2.27, -1.08, -1.82], [0.42, -1.41, 0.64], [2.40, -0.83, 1.36], [0.97, 0.85, 0.77], [-0.55, 2.04, 0.58]], "lumo_ev": [-1.8, -1.5], "homo_lumo_gap_ev": [8.35, 8.74], "spin_multiplicity": 1, "homo_energy_ev": [-10.2, -10.2]}

3.
{"formula": "CHN5O", "method": "wB97M-V/def2-TZVPD", "symbols": ["C", "N", "N", "N", "N", "N", "O", "H"], "coordinates": [[-0.10, -0.03, 0.02], [1.79, -1.17, 0.02], [0.38, -1.24, 0.15], [1.31, 0.98, -0.11], [2.19, 0.09, -0.01], [-1.42, 0.31, -0.31], [-2.11, 1.41, 0.21], [-2.04, -0.36, 0.04]], "lumo_ev": 8.3, "homo_lumo_gap_ev": 6.02, "spin_multiplicity": 1, "homo_energy_ev": 2.2, "charge": -2}

4.
{"formula": "CHNO2PS", "method": "wB97M-V/def2-TZVPD", "symbols": ["C", "N", "O", "O", "P", "S", "H"], "coordinates": [[0.26, 1.36, -0.67], [1.13, 2.05, -1.01], [-1.46, 0.65, 1.37], [1.38, -1.65, 0.42], [-0.87, 0.15, 0.08], [-2.00, -0.45, -1.36], [1.57, -2.11, 1.18]], "lumo_ev": [2.0, 2.0], "homo_lumo_gap_ev": [6.80, 6.74], "spin_multiplicity": 1, "homo_energy_ev": [-4.8, -4.7], "charge": -1}

Asked for energy above the lowest of the compared OMol25 structures with the same formula, charge and spin across the records above, the calculation gives 475.3, 202.7, 166.6, 374.6 kJ/mol in order.